Record 1
Density functional theory data (ωB97M-V/def2-TZVPD) for a cluster of 12 separate species, C26H74O23 in total at a distorted geometry.

Cartesian coordinates (Å):
C1 -6.94290 0.88250 0.67521
C2 -8.13426 0.22399 1.19985
C3 -8.87136 1.34762 2.00663
O1 -7.75940 2.12752 2.47336
C4 -6.77058 2.20917 1.46237
H1 -7.03578 1.02104 -0.40195
H2 -6.06470 0.28289 0.91466
H3 -7.82649 -0.53361 1.92055
H4 -8.67625 -0.24460 0.37840
H5 -9.45950 0.95977 2.83836
H6 -9.67287 1.87416 1.48852
H7 -5.78621 2.23420 1.92979
H8 -6.92254 3.06158 0.80024
O2 -3.89586 -6.23891 2.59215
C5 -4.74231 -6.92026 1.62572
C6 -5.68726 -8.05287 2.14636
O3 -4.97459 -9.08316 2.72536
H9 -3.36152 -5.60244 2.11154
H10 -5.36458 -6.18884 1.11005
H11 -4.01607 -7.26489 0.88958
H12 -6.31137 -8.45722 1.34944
H13 -6.38550 -7.64256 2.87588
H14 -4.52544 -8.76497 3.51189
O4 5.63876 4.14615 3.96367
C7 5.17705 4.79666 2.75843
C8 6.30096 5.35539 1.84639
O5 6.59146 6.63860 2.37994
H15 5.89333 4.85133 4.56327
H16 4.63011 4.01890 2.22546
H17 4.42157 5.55626 2.95929
H18 5.91164 5.42988 0.83101
H19 7.14407 4.66891 1.76882
H20 7.03610 7.09442 1.66152
O6 -2.09956 10.59385 2.15642
C9 -1.12670 9.58450 1.94019
C10 -1.71178 8.21408 2.22490
O7 -1.95834 8.15413 3.62173
H21 -1.71159 11.46954 2.09130
H22 -0.75889 9.71037 0.92187
H23 -0.29278 9.76145 2.61942
H24 -1.03290 7.37689 2.06263
H25 -2.57688 8.02618 1.58898
H26 -2.62425 8.81099 3.83784
O8 0.52328 1.56503 7.91539
C11 -0.52334 1.46543 7.02857
C12 -1.87794 2.00817 7.60138
O9 -1.81263 3.37688 7.90391
H27 0.56902 2.47136 8.22858
H28 -0.22252 2.14679 6.23274
H29 -0.60992 0.44741 6.64877
H30 -2.09007 1.51349 8.54921
H31 -2.68177 1.74271 6.91473
H32 -1.81288 3.83663 7.06116
O10 -3.17830 6.34740 -5.69763
C13 -2.44737 6.32725 -4.46734
C14 -0.96892 6.25031 -4.82351
O11 -0.18151 6.04907 -3.64755
H33 -3.04392 7.19670 -6.12453
H34 -2.68543 7.18184 -3.83402
H35 -2.73445 5.39302 -3.98474
H36 -0.67219 7.17939 -5.31019
H37 -0.84616 5.37567 -5.46228
H38 -0.33321 5.17182 -3.28836
O12 1.91762 -8.54138 -1.16026
C15 2.89149 -8.46129 -0.06463
C16 2.39766 -8.82716 1.37258
O13 2.27417 -10.21180 1.51994
H39 1.73633 -9.45262 -1.40190
H40 3.76164 -9.08904 -0.25663
H41 3.28404 -7.44480 -0.09202
H42 1.41462 -8.40429 1.57971
H43 3.04755 -8.47042 2.17163
H44 1.40684 -10.46914 1.19882
O14 7.02866 -0.29234 -3.31051
C17 6.98060 1.11603 -3.00811
C18 8.45230 1.71895 -3.16166
O15 9.29006 1.45781 -2.02188
H45 7.46180 -0.82247 -2.63750
H46 6.36518 1.61412 -3.75728
H47 6.62348 1.33460 -2.00174
H48 8.37660 2.79073 -3.34513
H49 8.99862 1.42821 -4.05894
H50 9.76189 0.65695 -2.26193
O16 -5.16131 -5.05814 -5.72935
C19 -5.05376 -3.87295 -4.95255
C20 -4.83455 -2.61503 -5.83660
O17 -6.02904 -2.20668 -6.46150
H51 -4.34806 -5.25992 -6.19787
H52 -5.92953 -3.66051 -4.33937
H53 -4.16430 -3.96385 -4.32911
H54 -4.11934 -2.80588 -6.63670
H55 -4.44173 -1.83658 -5.18254
H56 -6.05141 -1.28189 -6.71815
O18 3.23978 -1.30244 -8.18622
C21 2.85189 -2.16119 -9.26759
C22 1.56353 -2.83727 -8.87940
O19 1.67861 -3.48264 -7.62242
H57 3.30276 -1.82866 -7.38576
H58 2.64187 -1.47997 -10.09217
H59 3.70486 -2.81307 -9.45626
H60 1.34225 -3.54638 -9.67708
H61 0.78564 -2.07521 -8.92679
H62 1.06053 -4.20836 -7.73605
O20 0.43553 -1.70608 0.70263
C23 0.88978 -1.67319 -0.66482
C24 0.30711 -0.43077 -1.33031
O21 0.78820 0.73809 -0.71219
H63 1.19042 -1.53752 1.27124
H64 1.97034 -1.55089 -0.73927
H65 0.61327 -2.64112 -1.08285
H66 -0.77171 -0.42467 -1.17472
H67 0.54049 -0.43702 -2.39502
H68 0.68204 0.71131 0.24154
O22 4.49238 -2.80566 7.50429
C25 5.59348 -2.46311 6.68123
C26 5.21884 -2.56482 5.19410
O23 4.51003 -1.47147 4.76785
H69 3.82524 -2.11574 7.52740
H70 6.13525 -1.54519 6.90928
H71 6.37281 -3.20122 6.87078
H72 4.65715 -3.48830 5.05342
H73 6.08955 -2.61115 4.54002
H74 4.91650 -0.65056 5.05506

## Properties
Lowest unoccupied orbital energy (hartree): -0.0011
HOMO-LUMO gap (eV): 9.79
HOMO (eV): -9.8
Structure (SMILES): C1CCOC1.OCCO.OCCO.OCCO.OCCO.OCCO.OCCO.OCCO.OCCO.OCCO.OCCO.OCCO


Record 2
Density functional theory data (ωB97M-V/def2-TZVPD) for a structure of composition C2HN2O2 at a distorted geometry.

Cartesian coordinates (Å):
C1 -1.45293 -0.82324 0.04748
C2 -1.60659 -3.22321 1.14872
N1 -1.51254 -2.03485 1.18542
N2 -0.75397 -1.16609 -0.82639
O1 -0.67569 -0.74171 -1.94851
O2 -1.33957 -4.36103 1.49447
H1 -1.71517 0.04857 1.09293

## Properties
Lowest unoccupied orbital energy (hartree): 0.1520
HOMO-LUMO gap (eV): 6.76
HOMO (eV): -2.6
Energy above the lowest of the compared OMol25 structures with the same formula, charge and spin (kcal per mole): 125.90
Total charge: -1


Record 3
Density functional theory data (ωB97M-V/def2-TZVPD) for a cluster of 2 separate species, C5H14 in total at a distorted geometry.

Cartesian coordinates (Å):
C1 1.23046 -1.91721 0.55719
C2 1.90288 -3.21634 0.14133
H1 0.67570 -2.03453 1.49011
H2 1.93807 -1.09821 0.59599
H3 0.48903 -1.65472 -0.19567
H4 2.36875 -3.15408 -0.83292
H5 1.20418 -4.04167 0.15397
H6 2.66430 -3.51259 0.86089
C3 -1.56899 2.13731 -0.16323
C4 -1.45639 0.64982 -0.24185
C5 -0.33291 2.92832 -0.29570
H7 -2.35695 2.59817 -0.79118
H8 -2.19234 2.15612 0.80752
H9 -1.99846 0.38503 -1.17908
H10 0.53465 2.44155 0.13488
H11 -0.11738 3.18097 -1.34846
H12 -2.02374 -0.02650 0.42789
H13 -0.44558 0.25585 -0.25267
H14 -0.51527 3.92272 0.13097

## Properties
Lowest unoccupied orbital energy (alpha / beta) (hartree): -0.1224 / -0.3799
HOMO-LUMO gap (alpha / beta) (eV): 11.27 / 4.26
HOMO (alpha / beta) (eV): -14.6 / -14.6
Energy above the lowest of the compared OMol25 structures with the same formula, charge and spin (kcal per mole): 4.29
Multiplicity: 2
Total charge: +1
Expectation value of S²: 0.7525


| no. | molecular weight (g mol⁻¹) |
| --- | --- |
| 1 | 754.86 |
| 2 | 85.04 |
| 3 | 74.17 |